1.
Entry from the Open Molecules 2025 dataset: C19H16CrF6N12O8S2 as an isolated structure (the ωB97M-V functional and the def2-TZVPD basis).

<S²>: 0.761
gap between HOMO and LUMO (alpha / beta): 7.4 / 7.9 eV
HOMO level (alpha / beta): -11.95 / -11.95 eV
total charge: +1
energy above the lowest of the compared OMol25 structures with the same formula, charge and spin: 10.6 kcal/mol
LUMO (alpha / beta): -4.587 / -4.053 eV
spin multiplicity: 2
DFT total energy: -120612.136 eV

The geometry in XYZ format:
```
64
Properties=species:S:1:pos:R:3:forces:R:3:mulliken_spin:R:1
Cr 0.151027 -1.023089 0.740966 -0.578 -1.329 -1.618 1.046
N -1.731157 -3.530830 -0.541292 -0.240 0.148 0.084 0.000
N -2.665697 -3.650694 0.475070 0.002 0.238 -0.211 0.001
C -2.546254 -3.098114 1.683422 0.450 0.135 0.065 0.003
N -3.591807 -3.291936 2.488131 0.185 0.212 0.043 0.000
N -1.405063 -2.401233 1.989729 -0.034 -0.064 0.595 0.005
N -1.105475 -2.261125 3.342502 -0.151 0.239 0.411 0.000
O -1.752968 -2.765217 4.257051 -0.059 -0.001 -0.818 0.001
O -0.115464 -1.581475 3.565539 -0.047 -0.265 -0.206 0.002
H -2.193208 -3.342972 -1.418195 -0.020 0.075 -0.100 0.000
H -1.149443 -4.353714 -0.589374 0.039 -0.128 -0.078 0.000
H -3.552273 -4.073139 0.267263 -0.198 -0.212 -0.073 0.000
H -4.374539 -3.842375 2.177895 0.045 -0.023 0.045 0.000
H -3.478116 -3.102075 3.466284 0.007 0.031 0.268 0.000
O 1.969675 -3.657599 -1.507355 0.030 -0.299 -0.098 0.000
C 1.517360 -2.660437 -1.021478 -0.238 0.296 0.350 0.002
O 0.637269 -2.647692 -0.023386 0.677 0.723 0.182 -0.001
C 1.938362 -1.288315 -1.480516 -0.259 0.101 0.187 0.010
C 2.873227 -1.178151 -2.508352 0.078 -0.157 -0.100 -0.002
C 3.311579 0.063663 -2.851564 0.097 0.061 -0.068 0.003
C 2.821111 1.190952 -2.166663 0.023 -0.010 -0.101 -0.003
C 3.276721 2.492869 -2.491642 0.075 -0.042 -0.102 0.002
C 2.802283 3.580208 -1.828513 -0.061 0.119 0.075 -0.001
C 1.837239 3.405200 -0.811425 0.038 0.100 -0.056 0.001
C 1.380709 2.164252 -0.479003 -0.115 -0.174 -0.019 -0.008
C 1.857135 1.012185 -1.145579 -0.074 -0.317 0.152 0.008
N 1.420105 -0.265200 -0.817226 -0.006 0.399 -0.047 -0.023
H 3.222607 -2.086557 -2.978666 -0.013 0.037 -0.006 0.000
H 4.046561 0.199130 -3.636765 -0.035 0.003 0.017 0.000
H 4.008065 2.600216 -3.285253 -0.047 -0.022 0.048 0.000
H 3.146912 4.575431 -2.084625 -0.045 -0.086 0.035 0.000
H 1.430058 4.272042 -0.305217 0.019 -0.044 -0.036 0.000
H 0.598728 2.072604 0.249384 -0.102 -0.039 0.083 0.004
N 3.859415 -1.161798 2.624702 0.358 0.130 0.158 0.002
C 3.022259 -1.790225 1.803112 0.011 -0.018 0.021 0.008
N 1.935973 -1.056367 1.715722 -0.240 0.329 0.270 -0.027
C 2.176674 0.016421 2.524274 -0.448 0.063 0.005 0.002
N 3.343469 -0.002903 3.097476 0.210 -0.425 -0.141 -0.001
C 1.073831 0.950506 2.712061 0.130 -0.209 -0.078 0.005
C 1.082968 2.036751 3.559251 -0.099 0.322 0.158 0.002
N -0.000809 2.792212 3.728783 0.064 -0.135 -0.080 0.000
C -1.090323 2.441685 3.054664 0.094 0.079 0.126 0.001
C -1.111219 1.355417 2.190799 0.077 0.011 -0.172 0.006
N -0.018218 0.616594 2.010697 -0.231 0.262 0.222 -0.036
H 4.784713 -1.444671 2.902782 0.060 -0.032 0.044 0.000
H 3.204615 -2.739864 1.320031 0.024 0.099 0.043 -0.001
H 1.982952 2.298943 4.104195 -0.068 -0.003 0.001 0.000
H -1.981019 3.040710 3.195564 0.018 0.008 -0.002 0.000
H -1.987706 1.098814 1.614569 -0.010 -0.014 0.057 -0.002
F -4.675424 0.342588 -1.848241 -0.253 -0.106 -0.121 0.000
C -3.892263 0.352652 -0.803929 0.376 -0.141 0.040 0.000
F -4.010790 1.490844 -0.139778 -0.139 -0.047 0.296 0.000
F -4.217848 -0.670139 0.006879 0.011 0.159 -0.085 0.000
S -2.107182 0.150749 -1.343143 0.125 0.343 -0.087 0.002
O -1.544575 -0.491779 -0.106785 0.305 0.153 -0.007 -0.014
O -2.142353 -0.674723 -2.507791 0.043 -0.153 0.257 0.002
N -1.446377 1.547843 -1.423915 -0.303 -0.199 -0.007 0.002
S -1.965465 2.703649 -2.448309 -0.198 -0.078 -0.082 0.000
O -3.378160 2.625342 -2.690752 0.513 0.004 0.249 0.000
O -1.337578 3.916987 -2.043544 -0.039 -0.054 0.099 0.000
C -1.175716 2.257544 -4.089265 -0.056 -0.031 0.091 0.000
F -2.128397 2.009785 -4.969086 0.018 -0.076 -0.128 0.000
F -0.395914 1.179503 -3.975533 0.097 0.076 -0.004 0.000
F -0.444806 3.280093 -4.506634 0.101 -0.024 -0.047 0.000
```
Positions in Å, forces in eV/Å.

***

2.
Entry from the Open Molecules 2025 dataset: one molecule with the formula C19H16F2N2O6S2 (the ωB97M-V functional and the def2-TZVPD basis).

gap between HOMO and LUMO: 9.9 eV
HOMO level: -9.98 eV
total charge: 0
energy above the lowest of the compared OMol25 structures with the same formula, charge and spin: 0.0 kcal/mol
LUMO: -0.102 eV
spin multiplicity: 1
DFT total energy: -62330.633 eV
structure (SMILES): O=C1N(S(=O)(=O)c2ccccc2F)C(=O)C2(CCCC2)N1S(=O)(=O)c1ccccc1F

The geometry in XYZ format:
```
47
Properties=species:S:1:pos:R:3:forces:R:3:nbo_charge:R:1
O -1.336860 -0.015187 0.571545 0.047 0.220 -0.116 -0.563
C -0.642251 -0.361084 -0.353173 -1.881 3.237 2.124 0.791
N -0.289924 -1.658171 -0.538203 -0.167 -0.868 2.563 -0.691
S 0.638091 -2.143229 0.796124 5.447 -3.031 2.516 2.207
O 1.694714 -1.138482 1.070113 -2.872 -0.831 -0.635 -0.903
O 1.233586 -3.465076 0.507195 -2.173 2.373 0.116 -0.868
C -0.399213 -2.343460 2.271761 0.600 0.854 -1.270 -0.343
C 0.098008 -1.922891 3.510897 0.035 0.247 -0.248 -0.156
C -0.675880 -2.076519 4.663152 -0.349 -0.189 -0.528 -0.220
C -1.942708 -2.683166 4.577532 0.760 -0.151 -0.624 -0.162
C -2.334363 -3.160645 3.320957 -0.821 0.296 0.709 -0.268
C -1.627318 -2.937554 2.165714 -0.375 -0.326 0.253 0.423
F -2.185473 -3.312197 0.994176 0.642 0.222 0.525 -0.301
C 0.410863 -1.698179 -1.672288 1.195 -3.440 -6.569 0.680
O 0.716299 -2.743681 -2.239142 0.184 2.091 1.203 -0.483
C 0.399269 -0.329442 -2.413488 1.537 -0.377 1.480 0.057
C -0.537425 -0.377339 -3.591481 0.353 -0.658 -1.432 -0.433
C 0.450002 -0.556505 -4.785149 -0.599 -0.493 -0.367 -0.394
C 1.723550 0.177283 -4.398977 -0.035 0.383 -0.768 -0.403
C 1.827872 0.026972 -2.903651 -0.150 0.132 -0.256 -0.419
N -0.036780 0.449477 -1.270329 -1.006 1.556 0.129 -0.664
S -0.486998 2.103548 -1.328717 0.457 3.847 -2.689 2.248
O -1.870868 2.293933 -1.713632 0.653 -1.081 1.280 -0.897
O 0.409332 2.846730 -2.267282 -0.928 -2.649 2.223 -0.908
C -0.156014 2.782973 0.334643 0.035 -1.099 -0.108 -0.382
C -1.103866 3.494869 1.081099 0.759 -0.081 0.522 -0.141
C -0.772232 3.954045 2.373217 0.889 -0.655 -1.252 -0.226
C 0.509600 3.664607 2.885092 -0.807 -0.107 -0.132 -0.164
C 1.417046 2.891051 2.173090 0.533 -0.271 0.025 -0.305
C 1.090213 2.476973 0.886225 -0.201 0.229 0.051 0.497
F 1.964748 1.780895 0.140878 -0.092 0.222 0.477 -0.312
H 1.076286 -1.427231 3.526452 -0.469 -0.251 0.065 0.255
H -0.296573 -1.702678 5.598860 0.030 0.021 0.152 0.227
H -2.595259 -2.804837 5.456949 0.469 0.033 -0.594 0.233
H -3.275000 -3.642207 3.175215 -0.613 -0.277 0.153 0.234
H -1.057177 0.546016 -3.739174 -0.214 0.819 0.247 0.237
H -1.321073 -1.151261 -3.521162 0.496 0.130 0.007 0.232
H 0.038326 -0.161954 -5.713849 -0.154 -0.065 0.019 0.217
H 0.658715 -1.616706 -4.957952 -0.046 0.062 0.164 0.216
H 2.602906 -0.235616 -4.895910 -0.095 -0.008 -0.064 0.218
H 1.667315 1.233356 -4.699049 -0.103 -0.203 0.208 0.212
H 2.227399 0.939448 -2.489683 -0.146 0.133 0.600 0.250
H 2.509349 -0.779147 -2.700532 0.189 -0.419 0.430 0.230
H -2.076015 3.699336 0.674909 -0.250 -0.075 -0.224 0.246
H -1.516485 4.510153 2.912058 0.023 0.156 0.280 0.228
H 0.806681 3.994276 3.873888 -0.182 0.032 -0.028 0.223
H 2.365585 2.578501 2.651084 -0.601 0.314 -0.619 0.243
```
Positions in Å, forces in eV/Å.

***

- Among the records above, which one has the highest total charge?
  C19H16CrF6N12O8S2

***

- What is the spin multiplicity in the first record?
  2

***

- Which of these has the lowest energy above the lowest of the compared OMol25 structures with the same formula, charge and spin?
  C19H16F2N2O6S2

***

- total charge of number 1 (C19H16CrF6N12O8S2)?
  +1